1.
Computed, not measured: C29H48Cl2EuN3O4SiTe as an isolated structure in a non-equilibrium geometry, with ωB97M-V/def2-TZVPD.

```
89
Properties=species:S:1:pos:R:3:forces:R:3
C 3.931 -0.876 -1.696 -0.02 -0.27 -0.21
C 4.083 0.380 -0.893 0.30 0.76 0.36
H 4.488 -0.819 -2.639 -0.18 -0.10 0.18
H 2.873 -1.080 -1.930 0.32 0.14 0.17
H 4.307 -1.756 -1.151 -0.11 0.25 -0.02
C 4.916 1.384 -1.188 -0.16 -0.34 0.08
C 5.879 1.430 -2.323 0.32 0.19 -0.45
H 4.905 2.278 -0.565 0.02 -0.17 0.07
H 5.808 0.571 -2.995 -0.01 0.15 0.11
H 6.918 1.483 -1.976 -0.08 -0.01 0.04
H 5.715 2.337 -2.918 0.05 -0.08 -0.05
Eu -0.159 -0.211 -0.357 1.27 -0.14 0.36
Cl 0.223 -2.144 -2.139 0.02 -0.41 -0.68
C 0.257 1.590 2.593 -0.52 -0.62 -1.19
O -0.425 1.505 1.552 0.79 0.59 1.54
N 0.107 2.555 3.512 -0.12 0.37 0.19
C -0.808 3.671 3.297 0.18 -0.16 0.21
C 0.852 2.529 4.764 -0.05 0.04 -0.24
H 1.023 0.821 2.850 -0.43 0.36 -0.16
H -1.384 3.508 2.382 0.18 -0.06 0.21
H -0.243 4.611 3.220 -0.08 -0.17 -0.03
H -1.484 3.755 4.159 0.04 -0.02 -0.20
H 1.487 1.635 4.788 -0.16 0.23 -0.01
H 0.152 2.503 5.614 0.19 -0.01 -0.19
H 1.491 3.421 4.843 -0.12 -0.21 0.03
H -5.428 -1.364 1.537 0.08 0.01 -0.17
H -4.563 -3.907 1.461 0.14 0.07 -0.32
C -4.925 -1.253 0.569 0.03 -0.21 0.11
C -4.092 -3.634 0.503 0.07 0.23 -0.06
N -3.822 -2.202 0.464 -0.61 -0.43 -0.07
H -4.506 -0.247 0.481 -0.14 -0.25 0.04
C -2.598 -1.744 0.272 0.87 2.30 0.29
O -2.338 -0.504 0.298 -1.91 -2.35 0.14
H -3.134 -4.161 0.409 -0.30 0.06 0.06
H -1.789 -2.483 0.114 -0.33 0.04 0.09
H -5.642 -1.433 -0.243 0.08 0.02 0.16
H -4.745 -3.917 -0.338 0.12 0.00 0.29
H 2.168 1.047 -3.261 -0.34 0.05 0.11
H 2.820 3.393 -2.369 -0.30 0.03 -0.05
C 1.149 1.419 -3.445 0.18 0.02 0.02
C 1.808 3.689 -2.686 -0.05 -0.21 0.14
N 0.889 2.567 -2.580 -0.17 0.34 -0.09
H 0.426 0.617 -3.264 0.25 0.25 0.01
C -0.131 2.594 -1.718 -0.59 -1.51 -0.09
O -0.946 1.646 -1.583 0.71 2.27 -0.60
H 1.443 4.496 -2.039 0.20 -0.10 -0.18
H -0.199 3.513 -1.104 -0.01 -0.29 -0.21
H 1.084 1.741 -4.494 -0.05 -0.05 0.15
H 1.845 4.040 -3.727 0.01 -0.01 0.22
O 1.855 0.744 -0.282 0.42 0.55 -0.33
C 3.093 0.526 0.259 -0.76 -0.06 -0.02
C 2.900 2.901 1.224 0.08 -0.17 0.16
C 3.401 1.600 1.318 0.43 -0.56 -0.23
H 2.244 3.145 0.387 0.16 -0.12 0.20
C 3.208 3.840 2.210 0.05 -0.19 -0.20
H 3.075 -0.455 0.782 0.35 0.15 0.24
C 4.176 1.236 2.422 0.03 0.26 -0.06
H 2.794 4.848 2.132 0.19 -0.20 0.09
C 4.042 3.487 3.273 -0.09 0.06 0.07
C 4.515 2.179 3.388 -0.05 0.05 -0.03
H 4.512 0.200 2.504 -0.05 0.30 0.00
H 4.304 4.232 4.024 -0.05 -0.14 -0.10
H 5.147 1.892 4.230 -0.17 0.11 -0.16
Si -0.881 -5.123 -5.360 -0.10 -0.03 0.52
Cl 1.019 -4.858 -6.165 0.15 -0.09 -0.22
C -1.903 -3.692 -5.999 -0.05 0.03 -0.05
C -0.647 -5.129 -3.516 0.02 0.13 -0.09
C -1.541 -6.773 -5.958 0.00 -0.07 -0.24
H -1.449 -2.738 -5.698 -0.09 -0.24 -0.02
H -2.926 -3.728 -5.601 0.17 0.01 -0.05
H -1.961 -3.717 -7.096 0.01 0.00 0.23
H -1.612 -6.797 -7.054 0.00 -0.04 0.20
H -2.542 -6.963 -5.546 0.18 0.07 -0.06
H -0.882 -7.592 -5.639 -0.13 0.20 -0.06
H -0.197 -4.171 -3.211 -0.15 -0.31 -0.02
H 0.027 -5.935 -3.196 -0.17 0.10 -0.12
H -1.597 -5.226 -2.976 0.11 -0.03 -0.10
Te 0.617 -2.076 2.237 0.60 -0.38 -0.01
C -1.117 -2.043 3.389 -0.79 -0.14 0.52
C -1.484 -3.168 4.177 -0.41 1.02 -0.35
C -2.687 -3.144 4.895 0.36 -0.13 -0.11
C -3.522 -2.025 4.860 -0.01 0.05 -0.09
C -3.167 -0.916 4.089 0.16 -0.03 -0.01
C -1.978 -0.917 3.363 0.25 -0.55 0.16
H -0.816 -4.029 4.179 -0.26 0.13 0.11
H -2.974 -4.014 5.490 0.05 0.21 -0.10
H -4.449 -2.009 5.428 0.12 -0.07 -0.05
H -3.815 -0.037 4.051 0.12 -0.23 0.04
H -1.695 -0.065 2.742 -0.24 -0.26 0.23
```
Positions in Å, forces in eV/Å.

The charge is -1. As for the HOMO energy (alpha / beta): -2.22 / -3.51 eV. Its largest force on an atom is 3.04 eV/A. Its multiplicity is 8. The HOMO-LUMO gap (alpha / beta) is 0.1683 / 0.2156 hartree.


2.
Computed, not measured: C29H48Cl2N3O4SSiY as an isolated structure in a non-equilibrium geometry, with ωB97M-V/def2-TZVPD.

```
89
Properties=species:S:1:pos:R:3:forces:R:3
C -1.291 -0.381 -4.331 0.35 0.44 -0.09
C -0.831 -1.563 -3.520 -0.05 -0.66 -0.15
H -0.995 -0.489 -5.385 -0.16 0.22 0.38
H -0.877 0.558 -3.920 -0.23 -0.37 -0.22
H -2.395 -0.295 -4.305 0.47 -0.12 0.12
C -0.317 -2.667 -4.092 -0.20 0.33 0.39
C 0.135 -2.804 -5.507 -0.07 -0.10 -0.71
H -0.244 -3.593 -3.522 0.24 0.33 0.13
H 0.286 -1.846 -6.016 0.02 -0.18 0.15
H -0.602 -3.363 -6.100 0.15 0.00 0.01
H 1.083 -3.366 -5.579 -0.31 0.15 0.11
Y 0.882 0.699 0.112 -2.02 -1.85 0.15
Cl 2.666 2.546 0.046 0.22 0.23 -0.09
C -0.074 -2.209 1.884 0.18 0.90 -0.34
O 0.652 -1.234 1.566 -0.30 -1.14 0.18
N 0.342 -3.261 2.593 0.25 0.07 -0.07
C 1.737 -3.439 2.968 -0.11 -0.23 0.16
C -0.567 -4.329 3.000 0.08 0.18 -0.15
H -1.148 -2.240 1.607 0.42 0.22 0.08
H 2.325 -2.554 2.742 -0.16 0.04 -0.06
H 2.157 -4.308 2.447 -0.07 0.14 -0.04
H 1.782 -3.655 4.040 0.08 0.12 -0.06
H -1.578 -4.053 2.696 0.09 -0.15 0.09
H -0.523 -4.464 4.090 -0.06 0.13 -0.25
H -0.285 -5.276 2.520 -0.08 0.23 0.05
H 0.746 2.873 5.520 0.08 -0.08 -0.26
H -0.952 4.793 4.638 -0.04 -0.02 -0.13
C 1.290 3.203 4.624 -0.16 0.11 0.08
C -0.367 4.793 3.713 -0.06 0.04 0.10
N 0.343 3.541 3.564 0.04 -0.08 -0.15
H 2.011 2.443 4.315 -0.32 0.15 -0.12
C 0.119 2.793 2.494 0.48 -1.51 -0.26
O 0.694 1.696 2.270 -0.53 1.21 -0.04
H -1.026 4.922 2.854 -0.02 0.11 0.18
H -0.649 3.177 1.789 0.40 -0.15 0.50
H 1.810 4.127 4.889 0.14 -0.14 -0.04
H 0.349 5.617 3.758 -0.05 0.03 -0.05
H 1.580 -0.433 -3.382 0.15 0.15 0.11
H 2.608 -3.150 -3.521 0.06 0.28 0.24
C 2.603 -0.265 -3.025 -0.66 -0.07 -0.16
C 3.474 -2.611 -3.109 0.10 -0.02 0.04
N 3.072 -1.451 -2.316 0.91 0.05 0.49
H 2.617 0.610 -2.366 0.07 -0.25 -0.10
C 3.291 -1.432 -0.988 -1.01 0.82 -0.24
O 2.781 -0.602 -0.205 0.81 -0.85 -0.81
H 4.033 -3.302 -2.467 -0.09 0.10 -0.17
H 3.956 -2.227 -0.625 -0.22 0.00 0.10
H 3.252 -0.075 -3.885 0.08 -0.09 0.15
H 4.106 -2.311 -3.951 -0.03 0.05 0.19
O -0.226 -0.406 -1.520 1.30 0.35 0.81
C -1.050 -1.414 -2.007 -0.53 0.11 0.37
C 0.439 -3.238 -1.196 0.30 -0.18 0.14
C -0.861 -2.753 -1.284 -0.20 0.22 -0.55
H 1.242 -2.605 -1.596 -0.53 -0.36 0.46
C 0.703 -4.515 -0.699 -0.13 0.25 -0.01
H -2.099 -1.090 -1.878 0.02 -0.23 0.11
C -1.931 -3.565 -0.889 0.20 -0.07 -0.07
H 1.745 -4.837 -0.599 -0.41 -0.11 -0.09
C -0.367 -5.355 -0.364 0.21 -0.04 -0.23
C -1.681 -4.883 -0.480 0.18 0.04 0.27
H -2.955 -3.172 -0.934 0.44 -0.21 -0.04
H -0.154 -6.395 -0.079 -0.25 0.51 0.01
H -2.506 -5.554 -0.229 0.20 0.28 -0.07
Si -0.122 4.608 -2.098 0.73 0.07 -0.29
Cl 0.128 2.408 -2.128 -0.76 1.30 -0.81
C 1.660 5.223 -2.138 -0.09 -0.05 0.03
C -1.204 4.813 -0.594 -0.15 0.10 0.08
C -0.864 5.598 -3.560 -0.24 -0.74 -0.39
H 2.375 4.379 -2.173 -0.32 0.56 0.18
H 1.857 5.852 -1.256 0.18 -0.25 -0.26
H 1.759 5.845 -3.051 0.09 -0.31 0.54
H -0.162 5.623 -4.412 -0.20 -0.10 0.37
H -1.041 6.652 -3.275 0.18 -0.50 0.24
H -1.816 5.210 -3.948 0.13 0.08 0.16
H -1.178 3.920 0.050 -0.04 0.42 -0.27
H -2.243 4.957 -0.934 0.32 -0.08 0.20
H -0.904 5.709 -0.028 -0.11 -0.28 -0.08
S -2.337 0.400 1.072 0.94 -0.18 -2.37
C -2.559 0.543 2.732 -0.31 0.27 1.83
C -1.562 0.197 3.673 -0.31 0.23 -0.16
C -1.693 0.529 5.013 -0.43 0.07 0.17
C -2.868 1.143 5.471 0.11 0.08 -0.03
C -3.911 1.400 4.565 0.14 -0.16 0.20
C -3.775 1.081 3.222 0.61 -0.08 0.25
H -0.663 -0.284 3.310 -0.01 0.24 0.11
H -0.866 0.301 5.693 -0.33 0.07 -0.07
H -2.973 1.417 6.523 0.01 -0.09 -0.29
H -4.839 1.858 4.914 0.24 -0.14 -0.02
H -4.557 1.257 2.491 0.00 0.14 0.19
```
Positions in Å, forces in eV/Å.

As for the HOMO energy: -5.97 eV. Its largest force on an atom is 2.74 eV/A. The HOMO-LUMO gap is 0.2361 hartree. The calculation puts the energy relative to the best compared isomer or geometry (same formula, charge and spin) at 0.0000 eV.